Entry from the OMol25 dataset: a 2-piece molecular cluster, C4H8NS overall in a non-equilibrium geometry (wB97M-V/def2-TZVPD).

Properties
HOMO-LUMO gap (alpha / beta) = 9.01 / 9.01 eV
LUMO level (alpha / beta) = -0.1788 / -0.1788 hartree
F_max = 0.07355 Eh/bohr
energy above the lowest of the compared OMol25 structures with the same formula, charge and spin = 3.242 eV

Geometry as ORCA input:
```
! RIJCOSX wB97M-V def2-TZVPD def2/J DEFGRID3
* xyz 1 1
C 0.459 -0.214 1.125
C -1.295 -0.101 -1.028
C 0.066 0.372 -0.904
C 0.818 1.026 1.803
N -0.186 -0.943 -1.494
S 0.418 -1.790 1.169
H -1.674 -0.438 -0.134
H -2.100 0.144 -1.763
H 0.564 1.024 -1.544
H 1.878 0.754 2.091
H 0.178 1.211 2.722
H 0.883 1.883 1.047
H -0.022 -1.634 -0.636
H 0.012 -1.294 -2.454
*
```

Computed Löwdin charges, given in elementary charges: -0.588, -0.103, -0.078, -0.103, 0.001, 0.964, 0.071, 0.155, 0.110, 0.123, 0.127, 0.113, 0.004, 0.204

***

Entry from the OMol25 dataset: C4H8NS as an isolated structure in a non-equilibrium geometry (wB97M-V/def2-TZVPD).

Properties
HOMO-LUMO gap (alpha / beta) = 7.28 / 7.58 eV
LUMO level (alpha / beta) = -0.1997 / -0.1896 hartree
F_max = 0.05373 Eh/bohr
energy above the lowest of the compared OMol25 structures with the same formula, charge and spin = 5.057 eV

Geometry as ORCA input:
```
! RIJCOSX wB97M-V def2-TZVPD def2/J DEFGRID3
* xyz 1 1
C 0.882 2.057 -1.016
C 0.315 1.336 -0.040
C 1.399 -1.791 1.010
C 0.862 0.261 0.599
N 0.334 -0.892 1.441
S 2.167 -0.673 -0.006
H 0.240 2.677 -1.654
H 1.843 1.715 -1.379
H -0.702 1.447 0.263
H 1.843 -2.599 1.511
H -1.637 -1.899 -0.627
H -1.055 -1.498 -0.978
H -0.644 -1.190 1.039
H 0.573 -0.591 2.430
*
```

Computed Löwdin charges, given in elementary charges: 0.074, -0.225, -0.377, -0.501, 0.006, 1.138, 0.097, 0.065, 0.117, 0.067, 0.083, 0.070, 0.166, 0.219

***

Entry from the OMol25 dataset: a 2-piece molecular cluster, C4H8NS overall in a non-equilibrium geometry (wB97M-V/def2-TZVPD).

Properties
HOMO-LUMO gap (alpha / beta) = 4.62 / 3.83 eV
LUMO level (alpha / beta) = -0.1837 / -0.3237 hartree
F_max = 0.05700 Eh/bohr
<S²> = 2.02
energy above the lowest of the compared OMol25 structures with the same formula, charge and spin = 3.328 eV

Geometry as ORCA input:
```
! RIJCOSX wB97M-V def2-TZVPD def2/J DEFGRID3
* xyz 1 3
C 3.451 -0.490 -0.245
C 2.285 -0.779 0.330
C -2.284 -0.324 -0.140
C -2.410 1.047 -0.582
N -3.441 0.549 0.150
S 1.197 0.446 0.844
H 3.975 -1.284 -0.786
H 3.820 0.506 -0.555
H 1.931 -1.786 0.454
H -2.459 -1.226 -0.691
H -1.632 -0.557 0.825
H -1.982 1.919 -0.913
H -4.457 0.516 -0.033
H 2.005 1.464 1.342
*
```

Computed Löwdin charges, given in elementary charges: 0.073, -0.461, -0.204, -0.142, -0.005, 1.077, 0.107, 0.111, 0.091, 0.080, 0.088, 0.052, 0.137, -0.005

***

Entry from the OMol25 dataset: C4H8O in the gas phase (wB97M-V/def2-TZVPD).

Properties
HOMO-LUMO gap = 11.07 eV
SMILES = CC1(C)CO1
LUMO level = 0.0386 hartree
F_max = 0.01629 Eh/bohr
energy above the lowest of the compared OMol25 structures with the same formula, charge and spin = 1.326 eV

Geometry as ORCA input:
```
! RIJCOSX wB97M-V def2-TZVPD def2/J DEFGRID3
* xyz 0 1
C 0.382 1.356 0.533
C 0.005 -0.057 0.026
C -0.016 -0.423 -1.455
C -0.611 -0.959 1.019
O 0.734 -1.125 0.635
H -0.426 2.104 0.558
H 0.754 1.276 1.563
H 1.189 1.781 -0.067
H -0.370 0.390 -2.068
H -0.604 -1.329 -1.662
H 1.001 -0.690 -1.800
H -0.657 -0.642 2.059
H -1.341 -1.714 0.724
*
```

Computed Löwdin charges, given in elementary charges: -0.015, -0.500, -0.021, -0.116, -0.059, 0.082, 0.083, 0.074, 0.068, 0.085, 0.094, 0.112, 0.113